{"formula": "C2H5B", "method": "ωB97M-V with the def2-TZVPD basis set", "de_lowest_kcal_mol": 18.4, "smiles": "B1CC1", "largest_force_ev_per_a": 3.18, "e_tot_ha": -103.96302, "lumo_energy_ev": 0.570, "homo_ev": -9.548, "symbols": ["C", "C", "B", "H", "H", "H", "H", "H"], "coordinates": [[0.2092, 0.8915, -0.0149], [0.3793, -0.6818, 0.0158], [-1.0275, -0.0886, 0.0109], [0.5190, 1.4682, -0.8745], [0.7813, -1.0596, 0.9646], [-2.0372, -0.4940, -0.2158], [0.6399, -1.2846, -0.9083], [0.5361, 1.2489, 1.0221]], "forces_ev_per_angstrom": [[-0.38, -1.32, 1.90], [0.02, -0.29, -0.47], [3.09, 0.74, -0.16], [-0.06, 0.19, 0.11], [0.11, 0.05, -0.58], [-2.16, -0.14, -0.23], [-0.12, 0.82, 1.21], [-0.49, -0.05, -1.79]], "nbo_charge": [-0.73, -0.77, 0.61, 0.24, 0.24, -0.08, 0.24, 0.25]}

{"formula": "C19H26AuN3O2P2", "method": "ωB97M-V with the def2-TZVPD basis set", "de_lowest_kcal_mol": 0.0, "largest_force_ev_per_a": 0.34, "total_charge": 2, "e_tot_ha": -1872.29277, "lumo_energy_ev": -6.296, "homo_ev": -13.837, "symbols": ["Au", "P", "P", "O", "O", "N", "N", "N", "C", "C", "C", "C", "C", "C", "C", "C", "C", "C", "C", "C", "C", "C", "C", "C", "C", "C", "C", "H", "H", "H", "H", "H", "H", "H", "H", "H", "H", "H", "H", "H", "H", "H", "H", "H", "H", "H", "H", "H", "H", "H", "H", "H", "H"], "coordinates": [[-1.1785, 0.8781, 0.5860], [1.8750, -0.9679, 2.0056], [0.1778, 2.3284, 1.6500], [1.7573, -0.4996, 0.5005], [2.3344, -3.4101, -2.5156], [-0.4932, -1.2472, -0.6567], [0.6902, -1.7242, -1.1871], [-2.9705, -0.2143, -0.0451], [-5.2401, -1.5781, -0.8752], [-0.6696, 3.7457, 2.3849], [2.1176, 0.5489, 2.9311], [1.7699, -1.3441, -0.6490], [4.2029, -0.8708, -0.6852], [-5.3465, -0.4377, -0.1040], [-2.8640, -1.3310, -0.7941], [-3.9740, -2.0299, -1.2286], [1.5328, 3.0341, 0.6809], [3.1119, -1.6382, -1.1345], [-1.5192, -1.7955, -1.1699], [3.3561, -2.6550, -2.0778], [-4.1873, 0.2173, 0.2873], [0.4796, -1.9191, 2.5587], [5.4816, -1.0957, -1.1347], [4.6591, -2.8805, -2.5222], [3.3233, -1.9815, 2.2161], [1.0004, 1.5865, 3.1175], [5.7064, -2.1149, -2.0600], [6.2996, -0.4819, -0.7861], [3.2155, -2.8926, 1.6241], [0.3553, -2.8010, 1.9301], [0.2123, 1.1946, 3.7641], [3.4379, -2.2520, 3.2664], [0.0266, 4.3691, 2.9472], [-4.2335, 1.1211, 0.8785], [2.1450, 2.2385, 0.2565], [4.8375, -3.6706, -3.2422], [-1.4223, -2.5970, -1.8990], [-1.4666, 3.4011, 3.0424], [2.4528, 0.2128, 3.9179], [-3.8467, -2.9146, -1.8377], [-6.3079, -0.0427, 0.1908], [0.7084, -2.2551, 3.5752], [4.2115, -1.4502, 1.8740], [-1.1156, 4.3408, 1.5881], [2.1483, 3.6874, 1.3012], [2.9948, 1.0090, 2.4635], [2.6613, -4.0675, -3.1429], [1.4516, 2.4227, 3.6582], [4.0284, -0.0546, 0.0023], [-0.4399, -1.3378, 2.5737], [1.1217, 3.6165, -0.1435], [6.7066, -2.3056, -2.4247], [-6.1231, -2.1084, -1.2044]], "forces_ev_per_angstrom": [[-0.24, 0.06, 0.24], [0.11, -0.05, 0.02], [0.11, -0.06, -0.03], [-0.19, 0.07, -0.07], [-0.01, 0.00, 0.01], [0.11, -0.03, 0.10], [0.08, 0.05, -0.12], [0.15, -0.07, -0.13], [0.01, -0.01, -0.01], [-0.01, 0.01, -0.03], [0.04, 0.10, -0.09], [0.04, -0.06, 0.13], [-0.04, 0.04, -0.13], [0.00, 0.00, 0.00], [0.02, -0.02, -0.01], [-0.03, 0.01, 0.01], [0.00, -0.03, -0.02], [0.09, -0.06, -0.05], [-0.11, 0.03, 0.02], [0.02, -0.02, 0.03], [0.01, 0.03, 0.02], [-0.06, 0.02, 0.15], [0.02, -0.01, -0.01], [0.00, 0.00, 0.01], [0.07, -0.01, -0.02], [-0.02, -0.05, 0.05], [0.01, 0.01, 0.01], [0.01, 0.01, -0.01], [0.01, 0.01, 0.01], [-0.01, 0.01, -0.07], [-0.01, -0.02, -0.03], [-0.04, 0.00, 0.02], [0.01, 0.00, -0.01], [0.00, 0.00, 0.00], [0.00, 0.01, -0.01], [0.00, 0.00, 0.00], [-0.02, 0.01, -0.01], [0.00, 0.01, 0.01], [0.01, 0.01, 0.02], [0.00, 0.00, 0.00], [0.00, 0.00, 0.00], [-0.03, 0.01, -0.03], [-0.02, -0.04, 0.06], [-0.01, -0.01, 0.01], [0.00, 0.00, 0.00], [0.00, -0.01, 0.00], [-0.01, 0.00, 0.01], [-0.03, -0.01, 0.05], [-0.02, 0.02, -0.03], [-0.02, 0.05, -0.10], [-0.01, 0.00, 0.01], [0.00, 0.00, 0.00], [0.00, 0.00, 0.00]], "nbo_charge": [0.47, 1.96, 0.97, -0.82, -0.64, -0.35, -0.29, -0.52, -0.12, -0.95, -0.78, 0.56, -0.16, -0.22, 0.13, -0.19, -0.96, -0.28, 0.13, 0.45, 0.08, -1.03, -0.25, -0.31, -1.03, -0.72, -0.11, 0.24, 0.29, 0.29, 0.26, 0.28, 0.25, 0.22, 0.25, 0.23, 0.22, 0.26, 0.28, 0.25, 0.26, 0.29, 0.29, 0.27, 0.25, 0.27, 0.50, 0.26, 0.20, 0.28, 0.27, 0.24, 0.25]}

{"formula": "CHCrF4NO3S", "method": "ωB97M-V with the def2-TZVPD basis set", "de_lowest_kcal_mol": 0.0, "largest_force_ev_per_a": 4.09, "multiplicity": 5, "e_tot_ha": -2161.21883, "lumo_energy_ev": [-0.618, -1.222], "homo_ev": [-10.027, -10.126], "symbols": ["Cr", "S", "F", "F", "F", "F", "O", "O", "O", "N", "C", "H"], "coordinates": [[2.3061, -0.2391, -0.4529], [-0.4031, 0.7516, -0.4788], [-1.2282, -1.7914, -0.0557], [-2.3741, -0.3171, 1.0471], [3.9402, -0.8266, -0.7328], [-2.6297, -0.5181, -1.0661], [-1.1687, 1.8126, -1.1068], [1.3354, 0.4682, 1.1495], [0.5735, -0.0442, -1.2994], [-0.0094, 1.0783, 1.0100], [-1.7353, -0.5682, -0.0877], [1.3932, 0.1940, 2.0736]], "forces_ev_per_angstrom": [[-0.11, -0.02, 0.22], [-4.09, -0.04, 0.11], [0.42, -0.30, 0.33], [0.38, 0.05, 0.11], [1.23, -0.38, -0.12], [-0.41, -0.20, -0.39], [1.43, -1.34, 0.57], [0.42, -0.08, 0.74], [-0.54, 1.01, 0.46], [1.57, 0.47, -0.62], [-0.19, 0.81, -1.26], [-0.10, 0.01, -0.15]], "nbo_charge": [1.43, 2.11, -0.32, -0.30, -0.71, -0.32, -0.85, -0.69, -0.98, -0.61, 0.72, 0.53]}

{"formula": "C4H8NO", "method": "ωB97M-V with the def2-TZVPD basis set", "de_lowest_kcal_mol": 85.8, "largest_force_ev_per_a": 2.81, "total_charge": 1, "e_tot_ha": -286.80580, "lumo_energy_ev": -3.196, "homo_ev": -13.912, "symbols": ["O", "N", "C", "C", "C", "C", "H", "H", "H", "H", "H", "H", "H", "H"], "coordinates": [[1.2834, -1.1550, -0.4714], [-0.8016, 0.3041, 0.3277], [1.0121, -1.2033, -1.7467], [-0.6803, 0.4257, 1.8202], [0.5918, -1.0968, -2.8533], [-0.2271, 1.5144, 0.8929], [-0.7514, 2.4505, 0.8484], [0.8325, 1.6939, 0.7723], [0.3333, -1.3215, -3.8343], [-1.7007, 0.3676, -0.1540], [-0.2324, -0.4643, -0.2185], [1.7934, -1.9127, -0.2811], [-1.5166, 0.5191, 2.4711], [0.0638, -0.1218, 2.4269]], "forces_ev_per_angstrom": [[-0.18, 1.03, 0.15], [0.07, -2.26, -1.23], [-0.32, 0.43, -0.48], [1.33, 0.67, 0.24], [0.25, -0.43, 0.16], [0.76, 0.21, 1.27], [-0.74, -0.11, -0.35], [0.09, -0.55, -0.22], [-0.40, 0.20, -1.14], [-0.13, 0.26, 0.71], [-0.67, 2.01, 1.85], [1.19, -1.58, 0.95], [-1.23, 0.32, -0.49], [-0.02, -0.19, -1.43]], "nbo_charge": [-0.68, -0.54, 0.22, -0.23, -0.28, -0.22, 0.25, 0.25, 0.26, 0.45, 0.49, 0.53, 0.25, 0.26]}